# 1
C3H9NO2 | ωB97M-V/def2-TZVPD

The value obtained for the highest occupied orbital energy is -8.933 eV. Its SMILES is CNC(C)=O.O. Its spin multiplicity is 1. The calculation puts the LUMO energy at 0.51 eV. The value obtained for the relative energy (zero: lowest compared OMol25 entry of this formula, charge and spin) is 65.28 kcal per mole. The frontier orbital gap is 9.444 eV.

Geometry (Å):
C  -1.0622  1.6564  0.1898
N  -0.1364  0.5876  0.4389
C  -0.6147  -0.6184  -0.0869
C  0.2242  -1.6216  0.5441
O  -1.5764  -0.6544  -0.8316
H  -1.7782  1.2011  -0.4803
H  -1.5836  1.9689  1.2546
H  -0.4819  2.6550  -0.0655
H  0.6209  0.4283  1.1817
H  1.1734  -1.3651  1.1149
H  0.4334  -2.4545  -0.4560
H  -0.4497  -2.2516  1.1949
O  2.3557  0.5137  -0.3592
H  2.6496  -0.2824  0.0106
H  2.8528  0.6142  -1.1831

Cartesian forces, eV/Å:
1.17 3.61 3.98
-0.56 -1.68 0.27
1.27 3.68 1.61
0.42 -6.35 -2.35
0.45 -1.49 0.01
-0.17 0.93 -0.36
0.81 -0.79 -2.57
-1.43 -2.06 -0.23
-2.10 1.51 -1.72
-1.43 -0.17 -1.07
-0.06 2.23 3.18
0.83 0.57 -0.45
0.08 1.86 -1.25
0.82 -1.85 0.70
-0.09 -0.01 0.26

Listed below, in e, are the Löwdin charges computed for each atom:
1 C -0.11
2 N -0.07
3 C -0.61
4 C -0.05
5 O 0.03
6 H 0.06
7 H 0.12
8 H 0.11
9 H 0.15
10 H 0.08
11 H 0.18
12 H 0.09
13 O -0.03
14 H -0.01
15 H 0.06

***

# 2
C17H29ClN2O2 | ωB97M-V/def2-TZVPD

The value obtained for the highest occupied orbital energy is -4.075 eV. Its spin multiplicity is 1. The calculation puts the LUMO energy at -1.96 eV. The frontier orbital gap is 2.116 eV.

Geometry (Å):
C  5.0650  2.0584  0.0401
C  3.8073  1.8167  0.3893
C  2.6939  2.1310  -0.6186
C  1.4184  1.3688  -0.3389
N  0.9047  1.4674  0.8896
C  -0.2388  0.8836  1.2830
C  -0.6506  1.1357  2.7136
N  -0.8395  2.5727  2.9892
C  -0.8183  2.7672  4.4516
C  -0.9420  0.1402  0.3759
C  -2.2616  -0.5234  0.6943
Cl  -2.2949  -2.2197  0.1348
C  -3.3840  0.3712  0.0352
C  -4.4150  -0.4074  -0.8057
C  -0.4061  -0.0068  -0.9104
C  0.7786  0.6059  -1.2854
C  1.2513  0.4132  -2.7258
O  2.6278  0.1834  -2.8842
C  3.1258  -0.9042  -2.1077
C  2.4770  -2.2714  -2.3930
H  5.8799  2.1445  0.7555
H  5.3080  2.2066  -1.0124
H  3.5753  1.4310  1.3839
H  3.0371  2.0567  -1.6494
H  2.4579  3.1971  -0.4478
H  1.3979  2.0322  1.5764
H  -1.5545  0.5942  3.0066
H  0.1676  0.7664  3.3518
H  -1.7920  2.7876  2.7041
H  -1.3863  3.6573  4.7427
H  0.2027  2.9247  4.8192
H  -1.2701  1.9175  4.9909
H  -2.4702  -0.5209  1.7616
H  -2.9443  1.1519  -0.6011
H  -3.9505  0.9113  0.8067
H  -5.0410  -1.0255  -0.1545
H  -3.9790  -0.9893  -1.6193
H  -5.1035  0.3117  -1.2745
H  -0.9886  -0.6193  -1.5976
H  0.9880  1.3138  -3.2986
H  0.6307  -0.3859  -3.1576
H  3.1346  -0.6911  -1.0251
H  4.1841  -0.9965  -2.3804
H  1.3864  -2.2631  -2.4351
H  2.7951  -2.9470  -1.5874
H  2.9282  -2.6895  -3.2992
C  -3.1301  -5.5967  -0.8604
O  -4.2834  -6.2384  -0.9347
H  -2.4942  -5.5762  -1.7902
H  -3.1922  -4.4919  -0.6113
H  -2.3925  -5.9555  -0.0895

Cartesian forces, eV/Å:
0.12 -0.04 0.03
0.26 0.09 -0.79
-0.20 0.21 1.32
1.31 0.46 -0.92
0.12 0.14 0.22
-0.76 0.00 0.71
0.33 0.25 0.23
-0.10 -0.33 0.39
-0.05 0.23 0.36
-0.14 -0.78 -0.01
-0.57 1.26 -0.28
0.04 -0.01 0.16
-0.48 -0.44 -0.56
-0.47 0.65 0.13
-0.34 0.00 0.22
-0.67 -0.66 -0.56
-0.39 0.33 0.07
-0.19 -0.08 0.23
0.44 -0.81 -0.09
0.80 0.13 0.28
-0.12 -0.54 -0.13
-0.02 0.42 0.26
-0.13 0.49 -0.07
-0.13 -0.31 0.17
-0.04 -0.21 -0.12
-0.17 0.08 -0.11
0.30 -0.26 -0.25
-0.19 0.11 -0.06
0.22 0.16 -0.27
0.10 -0.10 -0.28
-0.14 -0.22 -0.17
0.16 0.16 -0.07
0.25 -0.32 -0.13
0.14 -0.24 0.15
0.34 -0.17 0.06
0.29 -0.23 -0.29
0.00 -0.10 0.31
0.21 -0.06 0.14
0.31 0.06 -0.06
0.33 -0.11 0.09
0.28 0.03 0.09
-0.36 0.21 -0.25
-0.21 0.24 0.01
0.17 -0.07 -0.03
-0.27 0.12 -0.10
-0.53 0.13 -0.06
0.47 -0.08 -0.04
-0.02 0.12 0.02
-0.10 -0.04 -0.22
-0.14 0.31 0.06
-0.08 -0.13 0.18

Listed below, in e, are the Löwdin charges computed for each atom:
1 C 0.02
2 C -0.17
3 C -0.10
4 C -0.16
5 N 0.19
6 C -0.13
7 C -0.15
8 N -0.10
9 C -0.13
10 C -0.18
11 C -0.61
12 Cl 0.74
13 C -0.24
14 C -0.14
15 C 0.07
16 C -0.10
17 C -0.16
18 O -0.14
19 C -0.25
20 C -0.05
21 H 0.07
22 H 0.07
23 H 0.10
24 H 0.12
25 H 0.14
26 H 0.17
27 H 0.12
28 H 0.14
29 H 0.11
30 H 0.08
31 H 0.08
32 H 0.08
33 H 0.08
34 H 0.10
35 H 0.11
36 H 0.08
37 H 0.06
38 H 0.08
39 H 0.13
40 H 0.15
41 H 0.12
42 H 0.11
43 H 0.13
44 H 0.07
45 H 0.09
46 H 0.08
47 C -0.55
48 O -0.37
49 H 0.03
50 H -0.03
51 H 0.03

***

# 3
C16H16Cl3F5OSW | ωB97M-V/def2-TZVPD

The value obtained for the highest occupied orbital energy (alpha / beta) is -0.994 / -1.216 eV. Its spin multiplicity is 3. The calculation puts the LUMO energy (alpha / beta) at 4.55 / 4.54 eV. The expectation value of S² is 2.014. The value obtained for the relative energy (zero: lowest compared OMol25 entry of this formula, charge and spin) is 0.00 kcal per mole. Its net charge is -2. The frontier orbital gap (alpha / beta) is 5.546 / 5.753 eV.

Geometry (Å):
C  -0.1435  0.9246  -2.5041
C  -1.0181  -0.1535  -2.1173
C  -0.2211  -1.3222  -1.9170
C  -2.5022  -0.1230  -2.1558
C  1.1588  -0.9453  -1.9846
C  1.2022  0.4375  -2.4375
C  2.4252  1.1711  -2.9010
C  -0.5935  2.2351  -3.0386
C  -0.7918  -2.6834  -1.7473
C  2.3452  -1.8331  -1.8231
W  0.3297  0.3735  -0.2908
Cl  -4.2839  -0.3049  1.5194
Cl  -1.1809  2.1523  0.1560
Cl  -0.0744  -1.5457  1.0060
H  -2.8743  0.8488  -1.8138
H  -2.9235  -0.8678  -1.4684
H  -2.8932  -0.3131  -3.1695
H  -1.6515  -2.6688  -1.0669
H  -0.0501  -3.3892  -1.3570
H  -1.1590  -3.0876  -2.7031
H  2.0760  -2.7089  -1.2195
H  3.1752  -1.3117  -1.3219
H  2.7116  -2.1936  -2.7965
H  3.1790  0.5026  -3.3379
H  2.8897  1.6926  -2.0544
H  2.1966  1.9364  -3.6507
H  -1.5286  2.5542  -2.5667
H  -0.7833  2.1409  -4.1158
H  0.1686  3.0117  -2.8894
O  1.7671  1.5241  -0.2696
H  1.8889  2.4718  -0.0222
F  -2.0567  -0.4072  6.6764
C  -1.1700  -0.1476  5.7042
C  -1.1704  1.1061  5.0897
F  -2.0622  2.0472  5.4595
C  -0.2553  1.3689  4.0783
F  -0.2090  2.6003  3.5266
C  0.6497  0.3750  3.6266
S  1.6713  0.6254  2.2948
C  0.6600  -0.8556  4.3247
F  1.5971  -1.7759  4.0046
C  -0.2475  -1.1277  5.3326
F  -0.2480  -2.3345  5.9409

Cartesian forces, eV/Å:
0.79 -0.82 0.15
0.51 -0.68 -0.59
-0.12 0.93 -0.23
-0.52 0.04 0.28
0.05 0.64 -0.98
-0.72 -1.03 -1.03
0.25 0.17 0.26
-0.05 0.35 -0.06
-0.16 -0.51 0.36
0.27 -0.28 0.02
-1.22 -1.00 0.94
-0.20 -0.11 -0.13
-0.18 0.38 0.61
-0.82 -0.72 0.19
0.01 -0.20 -0.01
-0.01 0.25 -0.11
0.16 0.02 0.17
0.29 -0.02 -0.02
-0.20 0.18 0.03
0.18 0.27 -0.01
0.14 0.23 -0.05
-0.29 -0.16 -0.11
-0.01 0.01 0.10
-0.26 -0.03 0.12
-0.03 -0.17 -0.10
-0.20 -0.19 0.05
0.29 -0.01 0.02
0.06 0.03 0.02
-0.25 -0.13 0.03
2.89 3.40 -0.05
-0.73 -1.18 0.16
-0.19 -0.08 0.22
0.29 0.09 -0.30
0.28 -0.15 -0.32
0.19 -0.28 0.12
0.39 -0.54 -0.14
-0.28 -0.63 0.37
-0.77 -0.26 1.05
0.90 0.81 -0.84
-0.09 0.70 -0.38
-0.54 0.11 0.29
-0.02 0.36 -0.18
-0.09 0.21 0.08

Listed below, in e, are the Löwdin charges computed for each atom:
1 C -0.36
2 C -0.37
3 C -0.36
4 C -0.06
5 C -0.35
6 C -0.31
7 C -0.04
8 C -0.08
9 C -0.09
10 C -0.06
11 W 1.01
12 Cl -0.89
13 Cl 0.03
14 Cl 0.09
15 H 0.06
16 H 0.06
17 H 0.08
18 H 0.07
19 H 0.06
20 H 0.09
21 H 0.07
22 H 0.09
23 H 0.07
24 H 0.08
25 H 0.07
26 H 0.07
27 H 0.05
28 H 0.08
29 H 0.08
30 O -0.58
31 H 0.05
32 F 0.08
33 C -0.15
34 C -0.14
35 F 0.09
36 C -0.23
37 F 0.04
38 C -0.62
39 S 0.54
40 C -0.27
41 F 0.03
42 C -0.15
43 F 0.07

***

# 4
C18H17N4ReSSe4 | ωB97M-V/def2-TZVPD

The value obtained for the highest occupied orbital energy (alpha / beta) is -2.963 / -2.549 eV. Its spin multiplicity is 2. The calculation puts the LUMO energy (alpha / beta) at 2.22 / 2.21 eV. The expectation value of S² is 0.852. The value obtained for the relative energy (zero: lowest compared OMol25 entry of this formula, charge and spin) is 0.00 kcal per mole. Its net charge is -1. The frontier orbital gap (alpha / beta) is 5.186 / 4.764 eV.

Geometry (Å):
Re  0.8639  1.2639  -1.0677
Se  3.3795  1.0417  -1.8529
Se  4.5354  2.7911  -0.7893
Se  3.0634  4.6441  -0.9012
Se  0.8862  3.7984  -1.3664
C  -1.2613  2.3084  4.3176
C  0.1339  2.8927  4.1061
C  0.8959  2.1318  3.0699
N  0.7294  2.3065  1.8152
N  1.4782  1.4647  1.0428
C  2.2398  0.6607  1.7436
N  3.0993  -0.2398  1.2044
S  2.0417  0.8726  3.4529
H  -1.8035  2.8627  5.0841
H  -1.2047  1.2640  4.6278
H  -1.8277  2.3520  3.3885
H  0.6937  2.9019  5.0438
H  0.0631  3.9238  3.7577
H  3.3254  -0.0172  0.2232
H  3.9032  -0.4502  1.7735
C  -0.8578  1.2939  -1.3325
C  -2.2619  1.3871  -1.6271
C  -3.1500  0.3700  -1.2575
C  -4.4979  0.4721  -1.5559
C  -4.9888  1.5944  -2.2113
C  -4.1155  2.6149  -2.5717
C  -2.7649  2.5147  -2.2910
H  -2.7681  -0.4976  -0.7341
H  -5.1729  -0.3250  -1.2685
H  -6.0446  1.6746  -2.4390
H  -4.4912  3.4940  -3.0809
H  -2.0788  3.3021  -2.5769
N  1.0397  -0.7428  -1.1055
C  1.1363  -1.9014  -1.1421
C  1.2704  -3.3026  -1.1847
C  2.4114  -3.9099  -0.6321
C  2.5459  -5.2834  -0.6805
C  1.5527  -6.0704  -1.2548
C  0.4194  -5.4709  -1.7928
C  0.2733  -4.0974  -1.7712
H  3.1695  -3.2898  -0.1747
H  3.4290  -5.7466  -0.2587
H  1.6627  -7.1465  -1.2842
H  -0.3535  -6.0803  -2.2438
H  -0.5993  -3.6270  -2.2026

Cartesian forces, eV/Å:
0.76 -0.21 0.40
0.32 0.27 -0.37
-0.12 -0.23 0.16
-0.20 -0.05 -0.08
0.24 -0.01 -0.03
-0.02 -0.02 0.01
0.03 0.03 0.04
0.00 0.06 0.02
-0.14 0.05 0.10
-0.05 -0.26 0.02
0.26 0.13 0.01
-0.10 0.00 0.16
0.03 0.00 -0.08
-0.01 0.02 0.01
0.00 -0.02 0.01
0.00 0.00 -0.02
0.00 0.00 -0.01
-0.01 -0.01 0.00
0.01 -0.04 -0.09
0.00 -0.02 -0.01
-0.87 0.05 -0.35
0.01 0.05 0.00
0.03 0.02 -0.02
-0.04 0.05 -0.03
-0.04 0.00 -0.01
-0.04 -0.03 0.01
0.00 -0.06 0.04
0.03 0.00 0.00
-0.01 -0.01 0.00
0.00 0.00 0.00
-0.01 0.01 -0.01
0.03 -0.01 0.00
-0.10 0.11 0.09
0.00 0.31 0.01
0.06 -0.08 0.03
-0.11 -0.01 -0.11
-0.05 -0.03 -0.01
0.02 -0.07 0.00
0.04 -0.04 0.00
0.06 -0.01 0.09
0.01 0.03 0.00
0.00 -0.01 0.00
0.00 -0.01 0.00
0.00 -0.01 0.00
0.00 0.03 0.00

Listed below, in e, are the Löwdin charges computed for each atom:
1 Re 0.70
2 Se -0.06
3 Se -0.18
4 Se -0.18
5 Se -0.09
6 C -0.10
7 C -0.25
8 C -0.62
9 N 0.04
10 N -0.17
11 C -0.70
12 N 0.07
13 S 1.07
14 H 0.07
15 H 0.07
16 H 0.08
17 H 0.10
18 H 0.12
19 H -0.07
20 H 0.09
21 C -0.37
22 C -0.32
23 C -0.06
24 C -0.11
25 C -0.12
26 C -0.10
27 C -0.05
28 H 0.10
29 H 0.09
30 H 0.09
31 H 0.09
32 H 0.09
33 N -0.10
34 C -0.11
35 C -0.22
36 C -0.04
37 C -0.10
38 C -0.11
39 C -0.10
40 C -0.04
41 H 0.11
42 H 0.10
43 H 0.09
44 H 0.10
45 H 0.11

***

# 5
C3H4S3 | ωB97M-V/def2-TZVPD

The value obtained for the highest occupied orbital energy is -9.234 eV. Its SMILES is C#CC(=S)S.S. Its spin multiplicity is 1. The calculation puts the LUMO energy at -1.16 eV. The value obtained for the relative energy (zero: lowest compared OMol25 entry of this formula, charge and spin) is 65.94 kcal per mole. The frontier orbital gap is 8.078 eV.

Geometry (Å):
C  -0.2728  0.8792  2.1153
C  0.1089  -0.0083  1.4403
C  0.5977  -1.0363  0.6222
S  -0.1995  -2.3934  0.2049
S  2.1433  -0.7752  -0.1235
H  -0.4740  1.8299  2.5518
H  2.5491  0.4554  0.0921
S  -1.0861  0.4289  -2.7684
H  -1.2998  -0.5666  -1.8882
H  -2.0670  1.1865  -2.2465

Cartesian forces, eV/Å:
-0.51 2.35 1.01
0.45 -1.52 -0.72
0.11 -0.04 -0.76
-0.03 0.02 0.32
0.60 -1.53 -0.87
-0.23 -0.23 0.30
-0.40 0.95 0.70
-0.10 -0.01 0.17
0.02 0.12 -0.09
0.11 -0.11 -0.05

Listed below, in e, are the Löwdin charges computed for each atom:
1 C 0.16
2 C -0.27
3 C -1.25
4 S 0.67
5 S 0.78
6 H 0.05
7 H -0.13
8 S 0.47
9 H -0.25
10 H -0.22

***

# 6
C4H6N2O2 | ωB97M-V/def2-TZVPD

The value obtained for the highest occupied orbital energy is -8.049 eV. Its SMILES is NC1=C(O)OC=NC1. Its spin multiplicity is 1. The calculation puts the LUMO energy at 0.66 eV. The value obtained for the relative energy (zero: lowest compared OMol25 entry of this formula, charge and spin) is 63.34 kcal per mole. The frontier orbital gap is 8.706 eV.

Geometry (Å):
N  2.1137  0.1581  0.0068
C  0.7473  0.0867  0.2055
C  -0.0524  -1.0154  0.0905
O  0.5783  -2.2410  -0.0062
O  -1.4284  -1.0664  0.0925
C  -2.1194  0.1557  0.0302
N  -1.6127  1.3215  0.1054
C  -0.1353  1.4744  -0.0387
H  2.4541  0.4829  -0.8870
H  2.3925  -0.8182  -0.0313
H  0.2139  -2.7104  0.7143
H  -3.2332  0.1156  0.0891
H  0.1597  2.2511  0.7033
H  -0.0781  1.8056  -1.0744

Cartesian forces, eV/Å:
1.07 -1.49 0.65
-5.15 2.09 -2.39
2.56 1.47 0.14
-0.72 1.25 -0.89
-0.52 0.61 -0.22
0.49 1.26 1.21
0.51 -1.75 -0.51
0.20 -1.55 1.56
-0.61 0.76 -0.24
0.54 -0.08 0.45
-0.40 -1.59 1.25
1.12 -0.83 -0.19
0.06 -0.42 -0.86
0.85 0.27 0.05

Listed below, in e, are the Löwdin charges computed for each atom:
1 N 0.07
2 C -0.22
3 C -0.33
4 O 0.08
5 O 0.04
6 C -0.18
7 N 0.04
8 C -0.11
9 H 0.09
10 H 0.08
11 H 0.09
12 H 0.14
13 H 0.11
14 H 0.10

***

| no. | energy (Eh) | molecular weight (g mol⁻¹) |
| --- | --- | --- |
| 1 | -324.86858 | 91.11 |
| 2 | -1385.10355 | 328.88 |
| 3 | -3039.81315 | 641.56 |
| 4 | -10997.37337 | 823.48 |
| 5 | -1311.16499 | 136.27 |
| 6 | -415.93968 | 114.10 |